Record 1
70
Properties=species:S:1:pos:R:3 method="wB97M-V/def2-TZVPD" e_tot_ev=-85035.3586 total_charge=+1 lumo_ev=-3.3931 homo_lumo_gap_ha=0.230 relative_energy_ev=0.142
Sc 0.377 -0.589 0.732
C 0.647 -3.601 -0.531
C -0.768 -3.218 -0.889
O -1.239 -2.217 0.014
C -2.101 -2.627 1.079
C -1.295 -3.069 2.286
O -0.189 -2.175 2.400
C 0.651 -2.416 3.526
C 1.846 -1.498 3.342
O 2.213 -1.485 1.965
C 2.868 -2.656 1.483
C 2.768 -2.594 -0.023
O 1.389 -2.383 -0.391
H 1.088 -4.207 -1.325
H 0.685 -4.163 0.407
H -1.419 -4.094 -0.871
H -0.798 -2.774 -1.885
H -2.763 -3.427 0.742
H -2.687 -1.746 1.328
H -0.909 -4.090 2.182
H -1.917 -3.021 3.183
H 0.932 -3.474 3.543
H 0.123 -2.183 4.454
H 2.686 -1.801 3.969
H 1.583 -0.465 3.577
H 2.384 -3.555 1.876
H 3.915 -2.651 1.796
H 3.139 -3.510 -0.484
H 3.327 -1.747 -0.414
S -1.312 0.636 2.015
C -1.834 1.715 0.722
N -2.527 2.784 1.022
N -2.901 3.602 0.092
C -3.695 4.731 0.377
C -4.062 5.050 1.678
C -4.829 6.181 1.898
C -5.230 6.988 0.841
C -4.856 6.657 -0.453
C -4.088 5.529 -0.690
N -1.640 1.418 -0.600
N -0.881 0.449 -0.851
C -0.833 0.053 -2.219
C -1.991 0.015 -2.987
C -1.925 -0.453 -4.290
C -0.714 -0.880 -4.821
C 0.439 -0.836 -4.047
C 0.381 -0.376 -2.741
H -2.657 3.404 -0.873
H -3.745 4.420 2.497
H -5.115 6.436 2.910
H -5.828 7.869 1.025
H -5.161 7.278 -1.284
H -3.792 5.269 -1.700
H -2.926 0.340 -2.552
H -2.823 -0.490 -4.893
H -0.669 -1.242 -5.839
H 1.386 -1.149 -4.467
H 1.274 -0.314 -2.131
S 1.903 1.320 0.520
C 3.479 0.687 0.002
C 4.434 0.295 0.941
C 5.648 -0.238 0.533
C 5.936 -0.380 -0.819
C 5.011 0.052 -1.760
C 3.797 0.590 -1.354
H 4.214 0.415 1.994
H 6.381 -0.532 1.275
H 6.885 -0.792 -1.135
H 5.239 -0.017 -2.816
H 3.092 0.954 -2.090

=====

Record 2
26
Properties=species:S:1:pos:R:3 method="wB97M-V/def2-TZVPD" e_tot_ev=-80592.8334 total_charge=-3 spin_multiplicity=2 lumo_ev="5.8724 / 5.7799" homo_lumo_gap_ha="0.158 / 0.148" relative_energy_ev=0.000
Tl -0.944 -0.866 0.119
N 1.871 -1.409 0.592
S 2.946 -1.836 -0.356
O 3.315 -3.188 -0.439
O 3.957 -0.835 -0.724
F 2.025 -1.978 -1.702
S 2.545 -2.086 1.899
O 3.913 -1.640 2.202
O 2.230 -3.486 2.045
F 1.603 -1.366 3.041
P -2.588 2.667 1.353
O -2.112 4.098 1.171
O -3.771 2.339 0.393
O -3.010 2.267 2.754
O -1.263 1.991 0.889
P 0.835 2.309 -1.737
O 1.180 2.791 -3.181
O -0.494 3.091 -1.593
O 1.202 3.050 -0.415
O 0.611 0.803 -1.577
O -0.812 -1.954 -2.572
H -0.282 -2.732 -2.745
H -1.206 -1.739 -3.418
O -3.561 -0.260 1.342
H -4.403 -0.685 1.503
H -3.784 0.652 1.156

=====

Record 3
58
Properties=species:S:1:pos:R:3 method="wB97M-V/def2-TZVPD" e_tot_ev=-35382.3872 total_charge=+2 lumo_ev=-5.8591 homo_lumo_gap_ha=0.367 relative_energy_ev=4.258
C -1.768 -0.070 2.046
C -2.528 -0.135 0.655
C -1.512 0.197 -0.431
C -1.621 -0.389 -1.639
N -0.718 0.086 -2.718
C -0.991 0.950 -3.643
N -0.666 -1.014 2.251
H -1.420 0.978 2.097
H -2.339 -0.307 3.007
H -2.862 -1.182 0.590
H -3.313 0.565 0.718
H -0.698 0.877 -0.344
H -2.430 -1.014 -2.189
H 0.212 -0.446 -2.718
H -0.216 1.207 -4.382
H -1.927 1.461 -3.689
H -0.505 -1.540 1.410
H 0.324 -0.360 2.452
H -0.787 -1.662 3.157
H -0.201 3.493 0.314
H -0.804 3.002 1.501
O -0.179 2.704 0.797
H 1.919 2.224 -2.661
H 1.248 1.673 -1.240
O 1.209 1.718 -2.158
H 1.507 -2.152 -3.341
H -0.015 -2.863 -2.940
O 0.651 -2.054 -2.854
H 2.239 2.764 2.989
H 0.894 2.708 2.053
O 1.821 2.497 2.211
H 3.546 1.737 -0.458
H 2.622 1.925 0.739
O 3.039 1.251 0.191
H 2.956 -1.820 1.043
H 2.422 -0.462 0.875
O 2.173 -1.330 1.072
H -3.907 3.266 4.553
H -4.109 1.760 4.284
O -3.561 2.463 4.333
H 1.259 -6.261 -0.647
H 0.915 -5.322 -1.721
O 0.888 -5.319 -0.805
H 5.196 2.067 -3.366
H 5.585 2.728 -2.105
O 4.824 2.247 -2.477
H -3.075 2.520 1.085
H -3.099 2.613 2.694
O -2.883 3.016 1.885
H -0.208 -3.843 0.090
H -0.881 -2.625 -0.542
O -0.622 -3.076 0.312
H 2.006 0.080 4.072
H 2.005 0.827 2.764
O 1.419 0.259 3.368
H -2.094 -4.459 -3.031
H -1.070 -4.337 -4.452
O -1.365 -3.957 -3.540

=====

Record 4
11
Properties=species:S:1:pos:R:3 method="wB97M-V/def2-TZVPD" e_tot_ev=-6290.3787 total_charge=0 lumo_ev=0.5884 homo_lumo_gap_ha=0.384 relative_energy_ev=1.539 smiles="C=CCC=O"
C 1.981 -0.221 -0.214
C 0.754 0.370 -0.089
C -0.539 -0.317 0.214
C -1.863 0.376 -0.029
O -2.904 -0.299 -0.362
H 2.931 0.287 -0.568
H 2.055 -1.280 -0.095
H 0.766 1.430 -0.330
H -0.675 -1.329 -0.229
H -0.678 -0.633 1.304
H -1.826 1.616 0.397